No. 1
A structure of composition C5H8O at a distorted geometry, computed with ωB97M-V/def2-TZVPD.

The geometry in XYZ format:
```
14
Properties=species:S:1:pos:R:3:forces:R:3
O 0.2879 -1.0113 1.6316 -0.24 -0.02 0.21
C -0.2484 -0.5241 0.4391 1.12 1.00 -0.81
C -1.5820 -0.7889 0.1302 -1.08 -0.40 0.01
C 0.6840 -0.6105 -0.7597 0.19 -0.78 -0.56
C 1.3884 0.7022 -0.7661 0.03 -0.16 0.08
C 0.1875 1.0501 0.0915 -0.40 0.38 0.91
H -0.4111 -0.9215 2.2956 0.18 -0.02 -0.02
H -2.0735 -1.6878 0.4960 0.05 0.13 -0.02
H -2.1161 -0.1744 -0.5842 0.12 -0.08 0.10
H 0.2686 -1.0369 -1.6726 0.10 0.02 0.10
H 2.3445 0.7148 -0.2372 -0.13 0.04 -0.05
H 1.4671 1.2266 -1.7202 -0.02 -0.13 0.13
H 0.4032 1.4644 1.0786 0.01 0.14 -0.15
H -0.6000 1.5974 -0.4225 0.08 -0.12 0.08
```
Positions in Å, forces in eV/Å.

The calculation puts the relative energy (zero: lowest compared OMol25 entry of this formula, charge and spin) at 466.8 kJ/mol.

No. 2
An isolated molecule of C5H8O, computed with ωB97M-V/def2-TZVPD.

The geometry in XYZ format:
```
14
Properties=species:S:1:pos:R:3:forces:R:3
C 2.8136 -0.0259 0.2355 0.11 -0.01 0.03
C 1.3985 0.0617 -0.1202 -0.50 0.04 -0.09
C 0.2174 0.1497 -0.3490 0.50 0.02 0.16
C -1.2351 0.3943 -0.3748 0.04 -0.22 -0.19
C -2.0513 -0.8789 -0.1955 -0.04 -0.06 0.01
O -1.5749 1.2552 0.7059 0.06 0.27 0.11
H 3.1976 -1.0417 0.1049 -0.07 0.12 -0.02
H 2.9429 0.2470 1.2885 0.00 -0.05 -0.16
H 3.4236 0.6537 -0.3666 -0.10 -0.10 0.05
H -1.5175 0.8697 -1.3265 0.10 -0.05 0.13
H -1.6294 -1.4898 0.6060 -0.06 0.08 -0.07
H -3.0695 -0.5937 0.0816 0.09 -0.06 -0.10
H -2.0792 -1.4658 -1.1173 0.05 0.07 0.11
H -0.8364 1.8644 0.8276 -0.17 -0.04 0.03
```
Positions in Å, forces in eV/Å.

The calculation puts the relative energy (zero: lowest compared OMol25 entry of this formula, charge and spin) at 185.8 kJ/mol. The SMILES is CC#C[C@@H](C)O.

No. 3
A structure of composition C5H8O at a distorted geometry, computed with ωB97M-V/def2-TZVPD.

The geometry in XYZ format:
```
14
Properties=species:S:1:pos:R:3:forces:R:3
O 0.7958 -1.1949 1.2220 0.30 0.21 0.11
C 0.7386 -0.7392 -0.1426 0.04 0.04 -0.45
C -0.7302 -0.8546 -0.5636 0.15 0.01 0.15
C -1.2849 0.4608 -0.0590 0.60 0.02 1.41
C -0.1875 1.4195 -0.1858 1.07 0.44 -1.02
C 1.0035 0.7620 -0.2411 0.18 0.27 -0.17
H 1.6408 -0.9117 1.5911 -0.08 -0.07 -0.01
H 1.3938 -1.3623 -0.7597 -0.01 0.09 0.09
H -0.7568 -0.9191 -1.6642 -0.16 0.24 0.24
H -1.2166 -1.7446 -0.1519 0.17 0.15 -0.01
H -2.3555 0.7067 -0.1412 0.81 0.13 0.27
H -0.5728 0.7111 0.9719 -3.65 -1.54 0.01
H -0.4007 2.4648 0.0247 0.47 -0.02 -0.22
H 1.9325 1.2015 0.0994 0.12 0.02 -0.40
```
Positions in Å, forces in eV/Å.

The calculation puts the relative energy (zero: lowest compared OMol25 entry of this formula, charge and spin) at 313.5 kJ/mol.